No. 1
The following is a quantum chemistry calculation of 2 unconnected molecules or ions with the total composition C2H3BrOS at a distorted geometry, from the OMol25 dataset.

```
8
Properties=species:S:1:pos:R:3:forces:R:3
O 1.4515 -0.6651 0.0121 1.0 -1.0 -0.3
C 0.9506 -1.7101 0.0210 1.1 2.9 0.3
S 0.1295 -2.9645 0.1472 -1.4 -2.7 0.0
C -0.4807 1.0173 -0.0092 0.4 -2.5 -1.9
Br -1.6181 2.6106 -0.0042 0.6 -1.3 0.0
H -0.0747 0.6655 0.9071 -0.4 0.8 1.5
H -0.7853 -0.0224 -0.4676 -1.1 2.4 0.6
H 0.4273 1.0687 -0.6064 -0.2 1.5 -0.2
```
Positions in Å, forces in eV/Å.

The SMILES is O=C=S.CBr. The multiplicity is 1. For the HOMO energy, the calculation gives -10.18 eV. The total energy is -85047.134 eV. The energy above the lowest of the compared OMol25 structures with the same formula, charge and spin comes out at 7.3 kcal per mole. The value obtained for the HOMO-LUMO gap is 0.3907 Eh.

=====

No. 2
The following is a quantum chemistry calculation of 2 unconnected molecules or ions with the total composition C2H3BrOS at a distorted geometry, from the OMol25 dataset.

```
8
Properties=species:S:1:pos:R:3:forces:R:3
C 1.0818 -0.0397 0.8169 1.5 2.6 -1.2
C -1.0757 -0.0002 -0.1386 -3.2 -0.4 2.3
O -0.0495 0.5278 0.6163 2.5 -1.1 1.0
S 2.4781 1.4764 -0.5101 -0.4 -0.6 1.0
Br 1.6687 -1.6995 0.0808 -1.1 -0.3 0.1
H -1.8278 0.7829 0.0145 -0.5 -0.8 -0.1
H -1.3638 -0.9921 0.2608 -0.1 0.6 -0.2
H -0.9117 -0.0556 -1.1407 1.2 -0.2 -2.9
```
Positions in Å, forces in eV/Å.

The multiplicity is 1. For the HOMO energy (alpha / beta), the calculation gives -8.77 / -8.70 eV. The total energy is -85042.003 eV. The energy above the lowest of the compared OMol25 structures with the same formula, charge and spin comes out at 125.6 kcal per mole. The value obtained for the HOMO-LUMO gap (alpha / beta) is 0.2449 / 0.2380 Eh.

=====

No. 3
The following is a quantum chemistry calculation of 2 unconnected molecules or ions with the total composition C2H3BrS at a distorted geometry, from the OMol25 dataset.

```
7
Properties=species:S:1:pos:R:3:forces:R:3
C 0.4118 0.6242 0.2451 -1.5 4.8 0.5
C -0.1255 -0.5749 -0.2130 -4.1 -1.6 -1.9
S 1.3088 -0.1651 -1.0801 0.3 -0.1 -0.7
Br -0.3784 -2.1683 0.8061 0.1 0.5 -0.3
H -0.2234 1.6189 0.0819 1.6 -2.2 -0.1
H 0.8563 0.6947 1.1899 0.9 -0.3 1.3
H -1.8494 -0.0296 -1.0297 2.8 -1.2 1.2
```
Positions in Å, forces in eV/Å.

The multiplicity is 1. For the HOMO energy (alpha / beta), the calculation gives -8.91 / -9.24 eV. The total energy is -82995.606 eV. The energy above the lowest of the compared OMol25 structures with the same formula, charge and spin comes out at 91.2 kcal per mole. The value obtained for the HOMO-LUMO gap (alpha / beta) is 0.3010 / 0.3080 Eh.

=====

No. 4
The following is a quantum chemistry calculation of a single C2H3Cl2NO molecule at a distorted geometry, from the OMol25 dataset.

```
9
Properties=species:S:1:pos:R:3:forces:R:3
C -0.1096 -0.0710 0.1686 -3.8 -0.1 -1.7
N -1.5970 0.4723 0.3555 -1.2 0.7 0.7
O -1.6506 1.6582 0.7148 0.9 1.9 0.7
C -2.8095 -0.0715 0.2017 2.4 -1.9 -1.4
Cl -2.8550 -1.5662 -0.6832 0.1 -0.4 0.2
Cl -4.2734 0.7538 0.1742 0.2 0.6 0.4
H -0.0203 -0.8615 0.8415 0.4 -1.2 1.3
H 0.5694 0.7712 0.3479 -0.6 -0.3 -0.5
H -0.3111 -0.5466 -0.8179 1.5 0.6 0.3
```
Positions in Å, forces in eV/Å.

The SMILES is C[N+]([O-])=C(Cl)Cl. The multiplicity is 1. For the HOMO energy (alpha / beta), the calculation gives -8.51 / -8.52 eV. The total energy is -30701.549 eV. The energy above the lowest of the compared OMol25 structures with the same formula, charge and spin comes out at 91.5 kcal per mole. The value obtained for the HOMO-LUMO gap (alpha / beta) is 0.3293 / 0.3294 Eh.

=====

No. 5
The following is a quantum chemistry calculation of a molecular structure, C2H3Cl2NO5 at a distorted geometry, from the OMol25 dataset.

```
13
Properties=species:S:1:pos:R:3:forces:R:3
C 0.8863 -0.4478 0.6219 0.5 -0.3 -0.3
C 2.2461 0.1968 0.3330 -0.3 0.1 0.6
Cl 3.2484 -0.8640 -0.6622 0.0 0.1 -0.1
Cl 2.0070 1.7989 -0.3779 0.2 0.1 -0.2
O 0.2149 -0.8369 -0.5321 -1.9 1.5 -0.7
O -0.7924 0.4423 -1.0077 1.9 -1.1 1.0
O -1.5953 0.6934 -0.0471 -1.6 -0.7 -1.4
N -3.1925 0.0547 -0.5996 -0.5 -0.4 0.6
O -3.3066 -0.0668 -1.7943 0.6 0.3 3.3
O -3.8722 -0.1137 0.3861 1.2 0.4 -2.7
H 1.0753 -1.4045 1.1305 -0.1 0.2 0.1
H 0.2904 0.1972 1.2810 0.0 -0.1 -0.1
H 2.7906 0.3505 1.2685 -0.1 0.0 -0.2
```
Positions in Å, forces in eV/Å.

The multiplicity is 1. For the HOMO energy (alpha / beta), the calculation gives -10.47 / -10.47 eV. The total energy is -38884.961 eV. The energy above the lowest of the compared OMol25 structures with the same formula, charge and spin comes out at 14.9 kcal per mole. The value obtained for the HOMO-LUMO gap (alpha / beta) is 0.3318 / 0.3318 Eh.

=====

No. 6
The following is a quantum chemistry calculation of 2 unconnected molecules or ions with the total composition C2H3Cl2NS at a distorted geometry, from the OMol25 dataset.

```
9
Properties=species:S:1:pos:R:3:forces:R:3
C 1.0782 2.0068 -0.5896 -3.1 -1.5 -2.8
C -0.5511 -1.7943 0.7044 -1.1 -0.3 1.7
N -0.6149 -1.3979 -0.4519 0.8 0.4 -0.5
S 2.1572 2.4223 0.4745 3.0 1.1 2.9
Cl 0.5488 3.1770 -1.7378 -0.1 0.1 -0.1
Cl -1.9671 -2.3614 1.7649 0.7 0.3 -0.8
H 0.5166 1.0744 -0.5734 0.2 0.2 0.0
H 0.3084 -1.8062 1.3869 -0.1 -0.1 -0.7
H -1.4760 -1.3208 -0.9780 -0.3 -0.4 0.4
```
Positions in Å, forces in eV/Å.

The multiplicity is 3. For the HOMO energy (alpha / beta), the calculation gives -7.08 / -10.43 eV. The total energy is -39489.109 eV. The energy above the lowest of the compared OMol25 structures with the same formula, charge and spin comes out at 0.0 kcal per mole. As for the expectation value of S²: 2.005. The value obtained for the HOMO-LUMO gap (alpha / beta) is 0.2885 / 0.2796 Eh.

=====

No. 7
The following is a quantum chemistry calculation of a molecular structure, C2H3Cl2O2S at a distorted geometry, from the OMol25 dataset.

```
10
Properties=species:S:1:pos:R:3:forces:R:3
C 0.2880 -0.0436 0.2936 -1.2 -1.4 0.5
C 4.0024 -0.0415 -0.4537 -2.1 0.1 -0.8
O 1.1739 0.9700 0.2842 3.2 1.5 -1.2
O 1.8375 0.0871 -2.0914 0.1 -0.6 -0.2
S 2.5187 0.8411 -1.0387 0.0 1.2 1.1
Cl 4.4302 0.9233 0.9968 0.2 -0.3 0.4
Cl 3.3708 -1.7290 -0.1125 0.6 0.0 0.5
H 0.2895 -0.4604 1.3377 -0.4 0.0 -0.7
H 0.5972 -0.8668 -0.4028 -0.8 0.6 0.3
H -0.7124 0.4152 0.0464 0.4 -1.0 0.1
```
Positions in Å, forces in eV/Å.

The multiplicity is 1. For the HOMO energy, the calculation gives -3.78 eV. The total energy is -42096.576 eV. The energy above the lowest of the compared OMol25 structures with the same formula, charge and spin comes out at 49.0 kcal per mole. The value obtained for the HOMO-LUMO gap is 0.2742 Eh. As for the total charge: -1.

=====

No. 8
The following is a quantum chemistry calculation of a single C2H3Cl3 molecule at a distorted geometry, from the OMol25 dataset.

```
8
Properties=species:S:1:pos:R:3:forces:R:3
Cl 2.0675 -0.2521 -0.1080 1.5 0.3 -0.3
C 0.4798 -0.7224 0.3290 -1.9 3.4 -0.5
C -0.6262 0.4380 -0.2962 1.6 -1.7 2.9
Cl -0.1131 1.2026 -1.6890 1.1 1.0 -2.1
Cl -0.9681 1.6004 0.9896 0.1 0.5 0.6
H 0.2907 -1.6422 -0.0929 -0.7 -2.0 -0.9
H 0.4589 -0.7377 1.4034 -0.6 0.1 0.3
H -1.5895 0.1134 -0.5359 -1.2 -1.5 0.0
```
Positions in Å, forces in eV/Å.

The SMILES is ClCC(Cl)Cl. The multiplicity is 1. For the HOMO energy, the calculation gives -10.77 eV. The total energy is -39689.249 eV. The energy above the lowest of the compared OMol25 structures with the same formula, charge and spin comes out at 19.9 kcal per mole. The value obtained for the HOMO-LUMO gap is 0.4277 Eh.

=====

No. 9
The following is a quantum chemistry calculation of 2 unconnected molecules or ions with the total composition C2H3Cl3S at a distorted geometry, from the OMol25 dataset.

```
9
Properties=species:S:1:pos:R:3:forces:R:3
C -0.5811 -0.3789 0.6115 1.9 -1.7 -1.9
C 0.8393 -0.0415 -1.0383 -0.4 -2.2 1.5
S -1.2972 1.1166 0.8984 -1.4 1.7 0.3
Cl 0.3091 -0.9692 2.0217 -0.1 -0.4 -0.6
Cl 0.5392 1.5151 -1.5964 -0.1 1.1 -0.4
Cl 0.1915 -1.3174 -2.1024 0.2 0.1 -0.2
H -1.2956 -1.1713 0.1284 1.7 1.5 0.8
H 1.9673 -0.2108 -0.9673 -1.8 0.1 0.6
H -0.6727 1.4573 2.0443 0.1 -0.2 -0.3
```
Positions in Å, forces in eV/Å.

The multiplicity is 1. For the HOMO energy, the calculation gives -8.86 eV. The total energy is -50522.614 eV. The energy above the lowest of the compared OMol25 structures with the same formula, charge and spin comes out at 59.2 kcal per mole. The value obtained for the HOMO-LUMO gap is 0.3378 Eh.

=====

No. 10
The following is a quantum chemistry calculation of 2 unconnected molecules or ions with the total composition C2H3ClF2 at a distorted geometry, from the OMol25 dataset.

```
8
Properties=species:S:1:pos:R:3:forces:R:3
C 0.7606 -1.6307 0.9382 -0.5 1.3 0.9
C -0.5303 1.6506 -0.6074 0.7 -0.8 -0.4
F 0.5940 2.2513 -0.9271 0.6 0.4 0.1
F -0.7030 0.6326 -1.4686 -0.7 0.6 0.6
Cl 1.6445 -2.5051 2.0103 0.7 -0.5 1.1
H 0.6619 -2.0036 0.0054 -0.3 -1.4 -2.7
H 0.4411 -0.6250 1.0654 0.0 0.5 0.8
H -1.3126 2.3559 -0.3754 -0.7 -0.2 -0.3
```
Positions in Å, forces in eV/Å.

The multiplicity is 1. For the HOMO energy (alpha / beta), the calculation gives -9.24 / -8.17 eV. The total energy is -20075.798 eV. The energy above the lowest of the compared OMol25 structures with the same formula, charge and spin comes out at 105.9 kcal per mole. The value obtained for the HOMO-LUMO gap (alpha / beta) is 0.3464 / 0.2976 Eh.

=====

No. 11
The following is a quantum chemistry calculation of 2 unconnected molecules or ions with the total composition C2H3ClF2O3S at a distorted geometry, from the OMol25 dataset.

```
12
Properties=species:S:1:pos:R:3:forces:R:3
C -0.6065 0.1433 1.3752 -1.7 0.5 0.7
C 0.6203 -0.5351 0.8430 -0.3 -1.1 -0.6
O -0.7093 -0.7033 -2.5587 -1.4 -1.6 -0.5
O 0.3376 1.4111 -2.1481 0.2 1.4 0.5
O -1.4492 0.5199 0.2739 0.1 1.5 0.6
F 1.8042 -0.0364 1.1056 -0.7 -0.8 -0.2
F 0.5334 -1.8805 0.9671 1.0 1.8 -0.5
S 0.1907 0.0458 -1.7870 2.4 -0.6 1.4
Cl 2.1673 -0.8077 -2.1439 -0.5 0.1 0.0
H -1.2007 -0.6477 1.9754 1.0 1.3 -1.0
H -0.3522 1.0084 2.0752 -0.1 -1.1 -1.1
H -1.3356 1.4822 0.0223 0.0 -1.5 0.6
```
Positions in Å, forces in eV/Å.

The multiplicity is 1. For the HOMO energy (alpha / beta), the calculation gives -10.00 / -9.81 eV. The total energy is -37054.279 eV. The energy above the lowest of the compared OMol25 structures with the same formula, charge and spin comes out at 25.7 kcal per mole. The value obtained for the HOMO-LUMO gap (alpha / beta) is 0.3053 / 0.2607 Eh.

=====

No. 12
The following is a quantum chemistry calculation of a single C2H3ClFI molecule at a distorted geometry, from the OMol25 dataset.

```
8
Properties=species:S:1:pos:R:3:forces:R:3
C 1.9338 -1.3996 -0.4322 -0.6 1.3 -1.3
C -1.3332 1.1707 0.4204 -0.6 -2.4 -1.4
F -1.2895 2.2655 1.1419 -0.3 0.3 0.2
Cl -2.2652 1.2908 -1.1520 0.6 0.3 1.5
I 0.9649 0.3715 -0.3998 0.4 0.6 -0.1
H 1.3694 -2.0977 -0.9659 -0.6 -1.0 -1.2
H 2.2312 -1.7954 0.4592 1.1 -0.6 2.5
H -1.6113 0.1942 0.9285 0.0 1.7 -0.2
```
Positions in Å, forces in eV/Å.

The multiplicity is 1. For the HOMO energy (alpha / beta), the calculation gives -8.61 / -8.28 eV. The total energy is -25458.601 eV. The energy above the lowest of the compared OMol25 structures with the same formula, charge and spin comes out at 92.6 kcal per mole. The value obtained for the HOMO-LUMO gap (alpha / beta) is 0.2924 / 0.2798 Eh.

=====

Q: Which value of multiplicity does entry 11 give?
A: 1

=====

Q: Look up the multiplicity of the eighth one.
A: 1

=====

Q: Which value of multiplicity does entry 10 give?
A: 1

=====

Q: Look up the multiplicity of the twelfth one.
A: 1